Record 1
Computed, not measured: a structure of composition C23H26N2O5, with wB97M-V/def2-TZVPD.

Geometry as XYZ:
```
56
C23H26N2O5 | OMol25 | wB97M-V/def2-TZVPD
C -0.76387 5.68420 -4.80931
O -0.92201 5.04649 -3.44773
C -0.61320 3.59010 -3.46457
C 0.88633 3.46090 -3.74058
H 1.06212 3.95554 -4.70096
H 1.56150 4.09816 -3.07981
C 1.42133 2.10225 -3.72564
N 0.91270 1.44278 -2.39752
C 1.84044 1.63512 -1.43308
O 2.96101 2.27604 -1.41484
C 1.38857 0.76610 -0.27427
O 1.82588 0.83747 0.80626
C 0.01832 0.49619 -0.45540
C -0.68040 -0.55141 0.14962
C -0.70165 -0.69169 1.59937
C -0.59652 -1.97044 2.03210
C -0.55259 -2.17725 3.53113
C -0.28998 -1.21855 4.32998
C -0.32725 -0.10247 3.90769
C -0.22617 0.26910 2.47017
H -0.33468 1.35366 2.12702
H 0.07493 0.77312 4.42761
O -0.22597 -1.51601 5.62372
C -0.10940 -2.72845 6.21255
C -0.83167 -2.59073 7.69169
H -1.55070 -2.01077 7.94505
H -0.59697 -3.24067 8.38888
H 0.14974 -1.98552 8.16257
C 1.18204 -3.33590 6.04733
H 1.37647 -3.48959 5.09608
H 0.98413 -4.47780 6.52735
H 1.72624 -2.75585 6.55160
H -1.07083 -3.35849 5.86942
H -0.72608 -3.20268 3.78574
H -0.87644 -2.76329 1.38824
O -1.71689 -1.26482 -0.52508
H -2.42817 -1.59108 0.17183
C 0.18507 0.54861 -2.03874
C -0.03296 -0.73334 -2.85694
C 1.16301 -1.60040 -2.94029
N 1.32497 -2.64158 -3.33658
C 0.37374 -3.06592 -4.34139
C -0.99267 -2.22045 -4.37274
C -1.08000 -0.95805 -3.59006
H -2.08283 -0.50104 -3.78382
H -1.85698 -2.65060 -4.75180
H 0.30457 -3.92164 -4.58489
H 1.98016 -1.18410 -2.00312
H -1.14586 1.00857 -2.23273
H 2.35025 1.81747 -4.09438
H 0.58213 1.32939 -4.39390
H -1.23183 3.14398 -4.31085
H -0.96804 3.27786 -2.42431
H -1.19508 6.73613 -4.64576
H -1.29397 5.14118 -5.46655
H 0.38598 5.71017 -5.20539
```

- energy above the lowest of the compared OMol25 structures with the same formula, charge and spin (eV) = 23.639
- HOMO energy (Ha) = -0.3073
- electronic energy (eV) = -37469.729
- total charge = 0
- LUMO (eV) = -0.66

***

Record 2
Computed, not measured: an isolated molecule of C23H26N4O3, with wB97M-V/def2-TZVPD.

Geometry as XYZ:
```
56
C23H26N4O3 | OMol25 | wB97M-V/def2-TZVPD
C -8.02564 -0.86278 -1.70837
C -6.90732 -0.64594 -0.75330
N -5.69392 -0.33470 -1.16145
N -4.94094 -0.19061 -0.06000
C -5.66251 -0.43046 1.07000
C -6.93970 -0.72737 0.65270
H -7.78012 -0.97474 1.26921
C -5.09806 -0.43372 2.44520
H -4.05670 -0.75067 2.43627
H -5.67228 -1.11894 3.06524
H -5.15622 0.55587 2.89992
C -3.58815 0.13994 -0.20216
C -2.88116 -0.40099 -1.27429
C -1.55302 -0.08641 -1.45702
C -0.90381 0.78094 -0.57746
C -1.61458 1.33383 0.48337
C -2.94764 1.01753 0.66537
H -3.49256 1.48037 1.47185
H -1.12433 2.01904 1.15432
N 0.44114 1.06232 -0.82795
C 1.28638 1.85981 -0.13585
O 1.01807 2.49532 0.86202
C 2.70900 1.82755 -0.73454
N 3.33666 0.58283 -0.29758
C 3.12408 -0.53708 -1.01243
O 2.41075 -0.53918 -2.01062
C 3.76361 -1.77942 -0.51576
C 3.31740 -2.56914 0.51043
O 4.10194 -3.66036 0.62237
C 5.04594 -3.58044 -0.33241
C 4.88927 -2.45099 -1.06986
H 5.48292 -2.12353 -1.89776
H 5.75935 -4.37803 -0.38501
C 2.17411 -2.39921 1.44547
H 2.52640 -2.34555 2.47542
H 1.63278 -1.48844 1.20501
H 1.49421 -3.24634 1.36814
C 4.13922 0.69448 0.89648
C 5.36621 1.58128 0.63594
C 5.02320 2.68202 -0.37555
C 3.54109 3.02990 -0.29374
H 3.26692 3.30713 0.72554
H 3.30733 3.87577 -0.94070
H 5.63031 3.56754 -0.18835
H 5.24404 2.33578 -1.38776
H 5.68418 2.01916 1.58245
H 6.18904 0.97517 0.25458
H 4.44584 -0.29828 1.22378
H 3.51415 1.13786 1.67830
H 2.64024 1.78576 -1.82782
H 0.85567 0.52716 -1.59173
H -1.00251 -0.51227 -2.28318
H -3.39694 -1.05746 -1.95661
H -8.83516 -0.16203 -1.50792
H -7.66856 -0.71580 -2.72353
H -8.41963 -1.87349 -1.60863
```

- energy above the lowest of the compared OMol25 structures with the same formula, charge and spin (eV) = 1.667
- HOMO energy (Ha) = -0.2912
- electronic energy (eV) = -36376.797
- total charge = 0
- SMILES = Cc1cc(C)n(-c2ccc(NC(=O)[C@H]3CCCCN3C(=O)c3ccoc3C)cc2)n1
- LUMO (eV) = 0.71

***

Which formula does entry 1 have? C23H26N2O5